No. 1
DFT (ωB97M-V/def2-TZVPD) results for a 3-piece molecular cluster, C22H35BN5O7 overall in a non-equilibrium geometry.

Atoms and positions in Å:
H 3.9629 1.1974 -2.9875
B -3.1336 -1.0710 -1.6713
C -2.0924 -8.4772 0.8482
H -2.5369 -0.4501 1.4551
N -0.5352 3.8590 2.0246
C 0.0808 5.0934 2.5214
C 3.3414 0.8709 -2.1517
H 0.9719 -8.3315 -0.6006
C 0.5882 5.1040 3.8093
N -2.8808 0.4186 1.0744
H 1.8926 2.4106 -2.4068
C 1.2536 7.3849 3.4444
H -0.4622 -1.5113 -1.2623
H -3.9095 1.0193 -3.0987
N -3.0964 1.8910 -0.6455
C -0.9268 -0.9386 -0.4658
H 3.2825 2.9263 -1.4938
H 0.7914 8.2201 1.5210
C -2.6708 0.7022 -0.2013
C -4.7209 0.3209 -2.8896
O -0.5966 2.8974 2.7692
H -0.2737 0.2831 1.1807
H -4.9366 -0.2679 -3.7805
O -4.3949 -0.5579 -1.8087
H -0.2711 6.1378 0.6838
H 0.3513 -5.9300 -0.7389
H -2.9326 1.1868 1.7287
C -0.3161 -6.6539 -0.2970
C -1.5438 -6.2584 0.2067
H -2.5050 2.4310 -1.2552
N -2.0807 -0.1812 -1.0740
C 2.5878 2.0948 -1.6223
H -1.2983 -1.6793 0.2467
C 6.6453 -0.1612 -1.2452
C 1.7623 1.8735 -0.3514
O -2.7820 -2.3455 -1.9892
C 4.3001 0.1876 -1.1791
O -1.1273 -4.0618 -0.3919
H -2.7773 -9.1882 1.2888
H 1.0040 -0.5636 0.3492
H 2.6401 0.1385 -2.5641
H -2.7978 -2.9328 -1.2161
C 1.1807 6.2686 4.2677
H -0.3751 2.0023 -0.3429
H 0.2488 1.0593 -1.6997
H 1.7207 8.2901 3.8082
C -2.4453 -7.1403 0.7782
H 4.3443 -0.8871 -1.3871
C -0.8649 -8.9011 0.3551
H 0.5195 4.2233 4.4295
H 2.2935 1.2505 0.3708
O -0.9582 3.8407 0.8797
H 7.5676 0.3897 -1.4110
C 0.1381 6.1917 1.6809
H 3.9702 0.2922 -0.1385
H -0.5950 -9.9468 0.4162
H 1.5872 6.3029 5.2688
H -3.9831 2.2667 -0.3533
O 5.5855 0.7652 -1.3070
C 0.0826 -0.0003 0.1869
H 6.5472 -0.9270 -2.0224
H 1.6349 2.8393 0.1426
H -3.3930 -6.7855 1.1536
C 0.7330 7.3479 2.1571
C 0.0192 -7.9946 -0.2164
H 6.6996 -0.6496 -0.2655
N -1.9035 -4.8439 0.1342
H -5.6088 0.8814 -2.6074
O -2.9783 -4.4861 0.5904
C 0.3758 1.2628 -0.6325

orbital gap	8.3	eV
largest force on an atom	1.35	eV/Å
calculated total energy	-1684.320238	Eh
2S+1	1
net charge	+1



No. 2
DFT (ωB97M-V/def2-TZVPD) results for C22H35BiCl3N3O6 as an isolated structure in a non-equilibrium geometry.

Atoms and positions in Å:
C -2.4280 0.0864 -3.8994
C 0.0261 -2.0286 -3.6606
H 1.2914 5.8858 -0.9373
C -1.3900 -0.5798 3.4112
O -1.3641 0.2843 2.4905
C 1.5477 -2.3038 -5.5542
H -1.6979 -2.2930 5.2233
C -1.3212 -2.6566 0.3708
H -1.3716 -3.6081 -3.2910
C 1.0026 -1.5068 -4.5339
H -1.4752 0.2475 -4.4298
C -3.4239 0.2061 -1.5976
H 3.8741 -2.9453 0.6753
H 3.8373 0.5442 0.1912
H 2.5925 -4.1622 0.4539
O -0.5638 -3.2091 1.1808
H -3.8120 -0.8062 -1.7627
H 2.5467 -0.0890 -3.8907
H -3.0805 0.3313 -0.5612
C 2.7242 4.5368 1.1035
H -2.7956 -1.2524 6.1992
C 1.4850 -0.1354 -4.2531
C 3.1384 -3.3443 -0.0207
H 2.8208 3.6933 1.7882
H -1.1223 1.3563 5.8607
C -0.1892 -3.9278 -5.1076
C 2.1960 -2.2603 -0.4144
H 3.7133 4.9278 0.8241
H -3.2024 0.7343 -4.3466
H 2.8583 5.3424 -1.5867
Cl 1.6529 -1.0548 2.8088
Cl -3.3420 -3.3377 -1.3456
C 2.2997 -0.9560 -0.1044
N 2.0227 4.0809 -0.1030
H -1.0215 -1.1824 6.4644
O -1.0714 -1.6476 -0.4099
C 1.8779 5.0026 -1.2242
H -0.7139 -4.8443 -5.3844
H 1.3586 4.4717 -2.0288
H -0.4952 1.3816 -2.8121
H 1.2729 -4.1177 -6.7094
H 4.1191 -0.5778 -1.1854
H 1.0702 2.6028 -1.1823
H -1.1142 -1.6416 3.2380
O 1.6006 2.0072 0.7355
H 2.4427 -1.9474 -6.0713
C 0.9061 -3.5037 -5.8809
C -1.8938 1.0939 5.1283
H -1.8303 1.7638 4.2661
H -2.7389 -0.9656 -4.0023
C 3.3416 -0.0216 -0.6205
C 1.5418 2.8466 -0.2110
H -4.1909 0.9626 -1.8486
C -1.8124 -1.3183 5.7098
C -0.6032 -3.2263 -3.9713
H 3.6467 -3.7320 -0.9008
N -1.7182 -0.2902 4.6780
H 2.1589 5.3541 1.5751
O 0.8214 0.9005 -4.1786
N -2.2626 0.4080 -2.4741
C -2.7752 -3.1837 0.3480
Cl -3.7700 -2.0527 1.3135
H 2.9265 0.7143 -1.3298
Bi 0.4455 -0.1149 0.7127
H 1.4657 -2.6083 -1.1634
H -2.8355 -4.1715 0.8150
H -2.8669 1.1935 5.6152
O -1.0864 1.5463 -0.8553
C -1.2352 1.1498 -2.0317
H -0.2245 -1.4605 -2.7659

orbital gap (spin up / spin down)	6.4 / 6.4	eV
largest force on an atom	3.05	eV/Å
calculated total energy	-3070.128406	Eh
energy above the lowest of the compared OMol25 structures with the same formula, charge and spin	33.3	kJ/mol
2S+1	1